No. 1
Here is a 2-piece molecular cluster, C4H7NOS overall in a non-equilibrium geometry from OMol25. Energies are from ωB97M-V/def2-TZVPD.

Output
energy relative to the best compared isomer or geometry (same formula, charge and spin) = 125.7 kcal/mol
E = -684.606704 Ha
highest occupied orbital energy (spin up / spin down) = -7.2 / -7.2 eV
largest force on an atom = 5.043 eV/Å
total charge = 0

Structure (XYZ):
```
14
Properties=species:S:1:pos:R:3:lowdin_charge:R:1
C -1.959 -0.367 0.157 -0.2831
C 0.962 -1.936 0.261 -0.0708
C 1.634 0.307 0.302 -0.7005
C -2.170 0.990 -0.324 -0.0858
N -1.695 -1.407 0.563 0.1421
O 1.152 -0.773 -0.115 -0.1690
S 1.624 1.685 -0.678 0.7253
H 1.367 -2.301 1.147 0.0624
H 0.262 -2.598 -0.445 0.1271
H 2.368 0.407 1.174 0.1013
H -1.197 1.595 -0.293 0.0562
H -2.607 1.561 0.568 0.1038
H -2.703 1.053 -1.357 0.1187
H 2.962 1.783 -0.961 -0.1276
```


No. 2
Here is C35H45LaN6O7S as an isolated structure from OMol25. Energies are from ωB97M-V/def2-TZVPD.

Output
energy relative to the best compared isomer or geometry (same formula, charge and spin) = 1.5 kcal/mol
E = -2645.776278 Ha
highest occupied orbital energy (spin up / spin down) = 0.6 / 0.6 eV
largest force on an atom = 0.936 eV/Å
total charge = -2

Structure (XYZ):
```
95
Properties=species:S:1:pos:R:3:lowdin_charge:R:1
La 1.430 -0.139 0.960 1.9278
C -3.729 1.061 -4.568 -0.0726
C -4.325 1.645 -3.297 -0.2286
N -4.357 0.701 -2.192 -0.1532
C -5.552 -0.108 -2.083 -0.2964
C -6.644 0.562 -1.261 -0.0990
C -3.292 0.579 -1.348 -0.7148
S -3.523 -0.430 0.049 0.6279
N -2.268 1.319 -1.706 0.1105
C -1.070 1.422 -1.103 -0.4141
O -0.605 0.670 -0.203 -0.2589
C -0.287 2.613 -1.522 -0.1234
C 0.764 3.082 -0.728 -0.0382
C 1.472 4.210 -1.086 -0.0851
C 1.145 4.895 -2.253 -0.1011
C 0.085 4.458 -3.031 -0.0975
C -0.633 3.331 -2.666 -0.0313
H -3.845 1.757 -5.400 0.0692
H -4.222 0.124 -4.839 0.0661
H -2.667 0.865 -4.425 0.0452
H -5.358 1.966 -3.472 0.1061
H -3.750 2.515 -2.986 0.1022
H -5.291 -1.068 -1.642 0.0585
H -5.912 -0.293 -3.102 0.1086
H -6.305 0.686 -0.232 0.0489
H -7.551 -0.047 -1.264 0.0638
H -6.891 1.544 -1.668 0.0623
H 1.042 2.580 0.191 0.0743
H 2.290 4.547 -0.462 0.1003
H 1.716 5.768 -2.549 0.0882
H -0.164 4.972 -3.951 0.0949
H -1.447 2.976 -3.280 0.0919
O -0.315 3.610 6.029 0.0928
C -1.410 3.178 5.432 -0.5250
O -2.520 3.443 5.849 0.0525
C -1.230 2.343 4.218 -0.0568
C -2.274 1.819 3.474 -0.0048
N -1.738 1.115 2.471 0.0299
N -0.407 1.152 2.503 -0.0074
C -0.072 1.888 3.546 -0.1394
C 1.403 2.106 3.760 -0.5876
O 1.742 2.788 4.752 0.0118
O 2.164 1.600 2.901 -0.1218
H 0.533 3.294 5.543 0.0536
H -3.337 1.916 3.607 0.1315
H -2.212 0.633 1.696 0.0284
C -2.271 -2.815 3.805 -0.0410
O -2.158 -3.223 2.441 -0.0332
C -1.196 -2.589 1.749 -0.5991
O -0.441 -1.779 2.240 -0.0250
N -1.180 -2.998 0.453 0.0141
N -0.433 -2.167 -0.410 0.0157
H -2.811 -3.613 4.310 0.0869
H -2.833 -1.882 3.864 0.0946
H -1.287 -2.672 4.248 0.0905
H -2.094 -3.281 0.115 0.1294
H -0.997 -1.332 -0.617 0.0252
H -0.257 -2.676 -1.269 0.0912
C 2.368 -4.543 4.426 -0.0707
C 3.570 -3.836 3.783 -0.6553
C 4.458 -4.876 3.087 -0.0736
C 4.380 -3.124 4.874 -0.0694
C 3.089 -2.850 2.801 -0.2182
C 2.677 -2.019 2.006 -0.2164
H 2.704 -5.258 5.183 0.0719
H 1.792 -5.076 3.669 0.0790
H 1.710 -3.813 4.898 0.0780
H 4.842 -5.598 3.814 0.0718
H 5.301 -4.387 2.597 0.0801
H 3.892 -5.412 2.325 0.0790
H 4.719 -3.842 5.628 0.0717
H 3.773 -2.360 5.361 0.0832
H 5.250 -2.631 4.441 0.0811
C 2.916 -2.013 -2.139 -0.0725
C 3.243 -0.539 -2.240 -0.5356
C 4.629 -0.324 -2.803 -0.0716
C 2.696 0.411 -1.184 -0.2733
C 2.133 0.426 -2.643 -0.3860
C 0.771 -0.111 -2.939 -0.0901
C 0.091 0.193 -4.090 -0.1912
C 0.517 1.172 -4.996 -0.1978
C 1.717 1.863 -4.651 -0.1847
C 2.460 1.563 -3.558 -0.0821
H 3.747 -2.558 -1.680 0.0699
H 2.725 -2.446 -3.129 0.0768
H 2.038 -2.204 -1.522 0.0324
H 5.380 -0.792 -2.155 0.0673
H 4.875 0.733 -2.885 0.0556
H 4.728 -0.765 -3.802 0.0733
H 3.394 1.258 -1.071 0.0470
H 0.360 -0.864 -2.278 0.0541
H -0.854 -0.318 -4.264 0.0751
H -0.058 1.432 -5.875 0.0411
H 2.027 2.711 -5.260 0.0790
H 3.320 2.179 -3.319 0.0813
```